1.
ORCA calculation (wB97M-V/def2-TZVPD) on a single C5H12N2O molecule.

Results
Orbital gap (Eh): 0.3812
SMILES: CC(C)CNC(N)=O
Charge: 0
Energy above the lowest of the compared OMol25 structures with the same formula, charge and spin (kcal per mole): 15.55

Geometry (Å):
1 N 1.21 2.11 1.82
2 H 0.48 -2.82 -1.23
3 H -1.70 -1.53 -2.31
4 C 0.70 1.73 0.55
5 N 0.79 0.34 0.43
6 O 0.10 2.44 -0.21
7 C -0.82 -1.41 -0.31
8 C 0.13 -0.26 -0.71
9 H -1.09 -1.22 0.74
10 H 2.20 2.08 2.03
11 H -0.34 0.52 -1.30
12 C -0.06 -2.76 -0.28
13 H 0.87 -0.78 -1.36
14 C -1.97 -1.57 -1.25
15 H 0.79 2.91 2.28
16 H -2.55 -2.49 -1.11
17 H -0.59 -3.68 -0.07
18 H -2.67 -0.73 -1.11
19 H 0.74 -2.69 0.48
20 H 1.03 -0.14 1.27

Atomic partial charges in e from the Löwdin method, atoms 1 to 8:
1 N 0.109
2 H 0.074
3 H 0.085
4 C -0.582
5 N 0.054
6 O 0.062
7 C -0.425
8 C -0.166



2.
ORCA calculation (wB97M-V/def2-TZVPD) on 2 unconnected molecules or ions with the total composition C6H17N2.

Results
Orbital gap (Eh): 0.2367
Charge: +1
Energy above the lowest of the compared OMol25 structures with the same formula, charge and spin (kcal per mole): 80.42

Geometry (Å):
1 H -2.70 2.62 0.21
2 C -0.72 1.77 0.12
3 C -0.78 0.26 0.57
4 H 0.27 2.15 0.32
5 H -0.63 -0.29 -2.25
6 N 0.16 -0.91 -2.24
7 N 0.95 -1.53 3.87
8 C -1.81 2.59 0.83
9 C 0.32 -1.50 -0.90
10 H -0.84 0.24 1.66
11 C 0.38 -0.40 0.05
12 H 1.17 0.08 -3.82
13 H -0.44 -2.25 -0.69
14 H 0.59 -2.13 3.14
15 H 2.04 -1.22 -3.07
16 H 0.18 -1.29 4.48
17 H 1.26 -2.06 -0.88
18 H 1.93 0.35 -2.24
19 H -0.89 1.83 -0.96
20 H -1.49 3.59 1.08
21 H 1.33 -0.19 0.56
22 H 1.35 -0.68 3.48
23 H -1.67 -0.20 0.14
24 C 1.39 -0.38 -2.85
25 H -2.13 2.10 1.75

Atomic partial charges in e from the Löwdin method, atoms 1 to 8:
1 H 0.086
2 C -0.196
3 C -0.153
4 H 0.115
5 H 0.115
6 N -0.023
7 N 0.018
8 C -0.073



3.
ORCA calculation (wB97M-V/def2-TZVPD) on a single C3H3BrO molecule.

Results
Orbital gap (Eh): 0.3233
Charge: 0
Energy above the lowest of the compared OMol25 structures with the same formula, charge and spin (kcal per mole): 96.41

Geometry (Å):
1 O -0.98 -0.17 0.01
2 C -2.18 -0.91 -0.01
3 H 2.38 0.06 0.10
4 C 1.50 0.57 -0.18
5 H 0.88 -1.09 0.52
6 H 1.50 1.52 -0.48
7 C 0.43 -0.25 0.11
8 Br -3.54 0.26 -0.07

Listed below, in e, are the Löwdin charges computed for each atom:
1 O -0.266
2 C -0.550
3 H 0.050
4 C 0.078
5 H 0.076
6 H 0.011
7 C -0.144
8 Br 0.745



4.
ORCA calculation (wB97M-V/def2-TZVPD) on a molecular structure, C23H15N3O2Re.

Results
Orbital gap (spin up / spin down) (Eh): 0.2050 / 0.2049
Charge: +3

Geometry (Å):
1 C 2.42 1.02 -0.80
2 C -4.04 2.95 -1.31
3 C -4.73 2.69 1.00
4 C -3.63 1.92 1.27
5 H -3.45 1.53 2.26
6 H 4.31 3.61 -1.87
7 C 4.36 -3.89 -2.78
8 C -2.65 1.69 0.24
9 H -0.43 -4.60 0.58
10 O 3.26 -3.62 -2.43
11 H -5.85 3.76 -0.49
12 H -1.51 -0.73 3.37
13 C -4.96 3.19 -0.28
14 C 2.14 -0.42 -0.94
15 H 3.78 -0.97 -2.24
16 H -4.22 3.34 -2.30
17 C -1.76 -2.87 3.14
18 C -1.48 1.06 0.54
19 Re 0.25 0.45 1.01
20 C 2.92 -1.31 -1.69
21 C -2.90 2.23 -1.06
22 C 3.36 1.72 -1.55
23 N 1.69 1.65 0.17
24 H 1.25 -4.17 -0.86
25 H 3.03 4.72 -0.05
26 C 2.86 3.68 -0.29
27 C 1.91 2.94 0.40
28 C -1.47 -3.95 2.34
29 H -2.38 -2.98 4.02
30 H 3.90 1.22 -2.35
31 H 1.31 3.40 1.18
32 C 0.77 -2.19 -0.14
33 C 2.54 -2.65 -1.67
34 C -0.19 -2.48 0.93
35 H -5.44 2.91 1.79
36 N 1.07 -0.86 -0.24
37 N -0.52 -1.41 1.71
38 C 1.49 -3.12 -0.89
39 H -2.18 2.01 -1.84
40 O 5.35 -4.24 -3.16
41 C -1.27 -1.61 2.79
42 H -1.85 -4.94 2.58
43 C 3.59 3.06 -1.30
44 C -0.67 -3.76 1.22

Atomic partial charges in e from the Löwdin method, atoms 1 to 8:
1 C -0.184
2 C -0.029
3 C -0.030
4 C 0.000
5 H 0.118
6 H 0.140
7 C -0.101
8 C -0.310



5.
ORCA calculation (wB97M-V/def2-TZVPD) on 3 unconnected molecules or ions with the total composition C3H7O2.

Results
Orbital gap (Eh): 0.2340
Charge: -1
Energy above the lowest of the compared OMol25 structures with the same formula, charge and spin (kcal per mole): 76.56

Geometry (Å):
1 H 0.64 -0.91 2.81
2 O 0.34 -3.00 -2.17
3 C -0.33 0.90 2.52
4 H 1.14 -2.91 -0.33
5 H -0.66 -2.55 -0.48
6 H -0.93 1.57 1.92
7 C 0.27 -2.80 -0.99
8 C 0.31 -0.20 2.02
9 H -0.29 4.32 -4.77
10 O 0.32 -0.62 0.82
11 H -0.39 1.18 3.58
12 H -0.43 5.01 -4.95

Atomic partial charges in e from the Löwdin method, atoms 1 to 8:
1 H 0.063
2 O -0.038
3 C -0.136
4 H 0.069
5 H 0.067
6 H -0.013
7 C -0.184
8 C -0.570



6.
ORCA calculation (wB97M-V/def2-TZVPD) on a molecular structure, C34H36N5PdSSb.

Results
Orbital gap (Eh): 0.2483
Charge: +2
Energy above the lowest of the compared OMol25 structures with the same formula, charge and spin (kcal per mole): 26.00

Geometry (Å):
1 C 3.24 -1.40 1.13
2 C 2.07 1.93 2.29
3 C 3.45 3.44 4.15
4 H -2.59 -0.95 4.71
5 H -1.35 1.58 4.71
6 C 2.76 1.29 3.31
7 N -3.33 -1.03 1.41
8 C -1.90 1.04 -1.97
9 C -1.01 -1.63 -6.85
10 H 2.05 1.37 -4.31
11 S -2.82 2.13 1.32
12 H -1.06 -1.18 -7.84
13 H -2.06 1.24 -4.15
14 C 1.02 -2.18 1.64
15 H -5.41 -0.59 1.31
16 H -1.84 3.46 3.00
17 C -0.89 -2.80 -4.34
18 H -3.20 2.55 3.61
19 C -1.24 -0.86 -5.73
20 H 3.30 -4.64 2.13
21 N -1.53 -0.04 -1.19
22 H 4.43 1.96 -4.00
23 C 1.53 -3.43 1.96
24 C 3.81 1.76 -3.14
25 H -1.46 0.19 -5.85
26 H 0.87 -4.23 2.29
27 H 1.52 3.83 1.39
28 H -0.85 -3.28 -3.37
29 H -0.89 -2.00 -1.71
30 N -1.41 -0.64 -3.30
31 H -2.18 1.99 -1.54
32 C -0.66 -3.56 -5.47
33 H 0.63 0.94 -2.35
34 C 2.75 4.08 3.13
35 H 2.75 5.16 3.06
36 C -3.34 -1.51 2.80
37 C -1.24 -1.03 -2.02
38 H -0.72 -0.48 3.50
39 H -3.33 -1.84 0.79
40 H 3.99 4.03 4.88
41 H 5.39 2.12 -1.73
42 H -0.27 1.75 3.34
43 C 1.87 -1.15 1.23
44 C -1.83 0.67 -3.27
45 C -1.28 1.48 3.63
46 C 2.22 1.26 -0.93
47 C -2.76 -0.48 3.74
48 Pd -1.40 0.07 0.93
49 C 3.46 2.06 4.24
50 C -4.45 -0.16 0.99
51 C 1.67 1.18 -2.21
52 H 2.77 0.21 3.39
53 H -0.43 -4.62 -5.37
54 C -4.42 1.27 1.52
55 H -4.36 -1.76 3.12
56 C -0.45 -3.78 -7.90
57 H 3.91 -0.62 0.80
58 Sb 1.10 0.80 0.80
59 H -4.70 1.33 2.57
60 C -0.71 -2.98 -6.73
61 H 4.01 1.57 5.03
62 H -5.15 1.85 0.96
63 H -0.05 -2.03 1.69
64 C 2.90 -3.67 1.87
65 H 3.98 1.71 0.24
66 N -1.51 0.08 3.20
67 C 2.47 1.43 -3.31
68 H 4.81 -2.84 1.36
69 C 3.74 -2.65 1.45
70 H -2.74 -2.41 2.84
71 C -2.29 2.47 3.02
72 H -4.45 -0.14 -0.10
73 C -1.18 -1.45 -4.47
74 H -3.47 0.33 3.91
75 N -0.23 -4.40 -8.84
76 C 4.35 1.85 -1.86
77 C 3.56 1.61 -0.75
78 C 2.06 3.33 2.20

Atomic partial charges in e from the Löwdin method, atoms 1 to 8:
1 C -0.117
2 C -0.414
3 C -0.049
4 H 0.145
5 H 0.138
6 C -0.117
7 N -0.130
8 C -0.128



7.
ORCA calculation (wB97M-V/def2-TZVPD) on a molecular structure, C37H56MnN2O5S2SiTe.

Results
Orbital gap (spin up / spin down) (Eh): 0.2587 / 0.2612
Charge: -1
Spin multiplicity: 5
Energy above the lowest of the compared OMol25 structures with the same formula, charge and spin (kcal per mole): 14.18

Geometry (Å):
1 C 4.22 -2.02 -3.23
2 C 2.86 -4.93 0.84
3 H 1.64 3.08 -0.40
4 H 1.90 -2.28 3.91
5 C -6.05 4.95 2.63
6 H -0.49 -0.23 -2.96
7 C 1.69 -5.21 1.78
8 H 1.36 -5.86 3.82
9 C 4.64 -1.09 -5.83
10 H -1.84 -0.09 -4.08
11 H -2.11 -0.10 -2.32
12 C 2.12 2.64 -1.28
13 H -3.89 2.73 -1.98
14 C 2.85 -1.89 3.55
15 H 1.30 -7.17 0.94
16 H 2.89 -5.00 3.57
17 H -2.30 -0.41 3.29
18 S 0.30 -2.78 -0.78
19 C 2.20 -5.72 3.13
20 C 3.41 -1.03 -5.23
21 C 5.49 -2.08 -3.83
22 H -1.29 -2.22 4.71
23 H 2.72 -6.67 3.01
24 O 2.01 -1.62 1.29
25 C -1.45 0.25 -3.12
26 H -0.66 5.74 -1.02
27 H 6.70 -1.65 -5.55
28 H 4.76 -0.71 -6.83
29 C -1.25 2.50 -1.91
30 C -4.09 2.80 0.16
31 H -6.32 4.54 3.60
32 C -1.64 -2.98 4.00
33 H 0.81 -0.09 3.14
34 H -6.93 4.97 2.00
35 C -2.71 3.20 2.10
36 H -0.57 3.36 2.32
37 H 2.48 -4.60 -0.13
38 H 4.57 -1.30 1.46
39 H -1.34 1.82 -5.23
40 C -2.68 -1.16 2.60
41 H -1.28 1.96 3.12
42 H -2.26 -3.07 0.61
43 H 3.86 0.27 1.06
44 H -2.60 -3.37 4.34
45 H -3.35 -3.68 1.88
46 H -2.69 -0.72 1.60
47 C -4.36 2.17 -1.18
48 H -3.61 4.38 3.65
49 H 1.64 0.92 1.96
50 C 5.71 -1.62 -5.11
51 N 3.20 -1.48 -3.97
52 C -1.13 4.79 -0.77
53 C -2.32 -3.44 1.64
54 H -0.07 -6.47 1.82
55 H 1.60 3.00 -2.17
56 H -5.72 5.98 2.79
57 H 4.56 0.01 2.67
58 H 3.17 2.93 -1.32
59 H -5.43 2.12 -1.37
60 Te -1.14 1.49 -0.03
61 H -3.69 -1.43 2.89
62 H 2.28 0.80 3.61
63 H -3.95 1.15 -1.20
64 H -0.49 4.00 -6.42
65 H 3.36 -1.38 4.37
66 C -1.30 2.41 -4.32
67 C -2.86 2.64 0.82
68 C 4.00 -0.46 1.86
69 C 1.79 0.25 2.81
70 H -2.13 4.99 -0.40
71 C 2.64 -0.94 2.38
72 C 2.02 1.14 -1.20
73 Si 0.68 -2.62 1.28
74 H -2.19 4.42 -6.22
75 C -1.22 3.79 -4.41
76 H -6.05 3.68 0.22
77 C -1.44 3.01 2.89
78 H -0.95 5.53 -5.65
79 H 3.48 -2.74 3.24
80 O -0.48 -1.92 2.20
81 H 2.52 -0.64 -5.70
82 C -3.74 3.94 2.66
83 C -5.11 3.55 0.75
84 H -1.71 -4.35 1.70
85 H -1.49 3.57 3.83
86 N 0.95 0.46 -0.93
87 H 6.29 -2.49 -3.24
88 H -1.12 5.60 -3.27
89 H 0.36 -5.84 0.22
90 C -1.18 4.52 -3.23
91 O 1.99 -1.38 -3.47
92 C -1.18 3.90 -1.98
93 C -4.95 4.14 2.00
94 S 3.92 -2.61 -1.66
95 C 0.76 -6.25 1.15
96 H -0.58 4.31 0.04
97 C -1.21 4.48 -5.75
98 O 3.11 0.44 -1.41
99 Mn 1.92 -1.14 -1.28
100 H -0.91 -3.79 3.98
101 H 3.46 -5.82 0.70
102 H 3.49 -4.13 1.24
103 O 0.93 -4.04 2.05
104 C -1.32 1.75 -3.09
105 C -1.77 -2.39 2.60

Atomic partial charges in e from the Löwdin method, atoms 1 to 8:
1 C -0.651
2 C -0.059
3 H 0.058
4 H 0.082
5 C -0.064
6 H 0.047
7 C -0.650
8 H 0.083



8.
ORCA calculation (wB97M-V/def2-TZVPD) on 5 unconnected molecules or ions with the total composition C27H43N4O4PS.

Results
Orbital gap (Eh): 0.2678
SMILES: CCOCCOCC1=CC(=O)C([PH2]=S)=CC1=O.CCCC#N.CCCC#N.CCCC#N.CCCC#N
Charge: 0

Geometry (Å):
1 H -2.12 -3.02 -1.33
2 C -2.07 1.13 -0.30
3 H 3.01 8.02 1.06
4 H 2.41 -2.07 2.96
5 C 1.52 -2.62 1.07
6 H -2.08 -6.69 1.10
7 H 2.24 2.75 -1.02
8 H 5.63 5.54 -0.13
9 C -1.98 1.65 -2.65
10 C -2.64 -0.63 -1.87
11 C 3.41 -0.27 1.16
12 S -1.82 -2.67 -4.05
13 H -4.12 -2.74 -2.39
14 C 2.37 0.93 -2.59
15 O -0.10 3.61 -2.29
16 C -3.35 -1.85 4.74
17 H 1.14 4.90 -1.25
18 C -2.89 0.49 -2.83
19 H 2.18 0.40 2.69
20 C 4.67 5.92 0.23
21 H -2.07 -6.02 -2.67
22 H 3.49 -0.59 -3.66
23 C -4.83 -1.94 4.35
24 H -3.47 -7.82 -0.61
25 H 1.30 4.86 -3.01
26 P -2.77 -2.35 -2.37
27 H 3.75 8.27 2.64
28 C 3.87 4.79 0.67
29 H -3.23 -1.17 5.58
30 H 0.73 -1.59 2.78
31 C -2.61 -7.23 -0.94
32 C 2.62 0.04 -3.80
33 N -2.58 -2.94 1.51
34 H 4.17 6.39 -0.62
35 C 3.57 7.53 1.86
36 C 2.28 3.23 -2.00
37 H 3.22 0.89 -1.90
38 H 3.24 3.75 -2.10
39 C -1.11 -5.41 -0.22
40 H 1.47 0.58 -2.05
41 O -2.32 1.57 0.81
42 H -5.20 -0.97 4.02
43 H 1.19 -3.60 1.41
44 H -3.19 -7.34 -3.03
45 H 2.93 6.76 2.30
46 C -1.57 1.97 -1.42
47 H -5.43 -2.26 5.20
48 H 0.20 2.62 -0.51
49 N 4.44 -0.29 0.65
50 C -2.53 -2.25 2.43
51 C -2.47 -1.36 3.59
52 H -3.77 -5.89 -2.20
53 C -2.27 -0.30 -0.63
54 H 5.52 7.75 0.98
55 C -2.92 -6.58 -2.29
56 H -3.12 -5.51 0.29
57 H -2.10 -1.02 0.17
58 H 1.38 0.18 1.14
59 H 2.47 -2.76 0.55
60 H -1.66 2.21 -3.53
61 C -2.28 -6.20 0.14
62 O -3.80 0.47 -3.62
63 C 1.68 -1.67 2.25
64 H -3.00 -2.83 5.07
65 H -4.98 -2.66 3.55
66 H -1.43 -1.29 3.91
67 C 1.15 4.25 -2.13
68 H -1.09 3.84 -0.48
69 H 0.79 -2.26 0.36
70 H 1.76 -0.61 -4.00
71 C -0.61 3.07 -1.09
72 N 3.23 3.89 1.02
73 N -0.21 -4.77 -0.54
74 C 4.88 6.95 1.35
75 H -1.77 -7.92 -1.05
76 O 2.15 2.27 -3.02
77 H 5.41 6.47 2.18
78 C 2.11 -0.26 1.83
79 H -2.78 -0.37 3.26
80 H 2.77 0.67 -4.67

Atomic partial charges in e from the Löwdin method, atoms 1 to 8:
1 H -0.050
2 C -0.330
3 H 0.077
4 H 0.112
5 C -0.122
6 H 0.117
7 H 0.077
8 H 0.121



9.
ORCA calculation (wB97M-V/def2-TZVPD) on 2 unconnected molecules or ions with the total composition C3H11N2S2.

Results
Orbital gap (Eh): 0.3141
Charge: +1
Energy above the lowest of the compared OMol25 structures with the same formula, charge and spin (kcal per mole): 104.31

Geometry (Å):
1 C 0.17 -0.78 0.15
2 S -1.33 -1.69 0.65
3 S 0.76 -1.97 -1.42
4 C 1.26 -0.89 1.18
5 H 1.24 -1.96 1.71
6 H -0.56 0.98 -1.56
7 H -1.93 1.90 0.97
8 H 2.14 -0.67 0.55
9 H -2.32 0.62 -0.17
10 C -0.49 1.40 -0.61
11 H 1.06 -0.18 2.01
12 H 1.27 2.28 -0.90
13 H -0.70 -2.63 1.19
14 N 0.45 2.33 -0.37
15 H -0.57 -2.14 -1.59
16 N -1.70 1.46 0.02
17 H 0.42 2.75 0.59
18 H 0.83 -0.83 -2.38

Atomic partial charges in e from the Löwdin method, atoms 1 to 8:
1 C -0.876
2 S 0.710
3 S 0.862
4 C -0.252
5 H 0.111
6 H 0.104
7 H 0.163
8 H 0.066



10.
ORCA calculation (wB97M-V/def2-TZVPD) on a molecular structure, C27H35B2F9O31PPd2.

Results
Orbital gap (spin up / spin down) (Eh): 0.2059 / 0.2199
Charge: -1
Spin multiplicity: 5

Geometry (Å):
1 F -2.16 4.20 5.13
2 O 1.54 1.99 -0.33
3 O 1.90 -0.27 4.72
4 O -0.87 0.53 -2.32
5 C 2.69 0.52 3.91
6 C -6.24 -0.77 -1.03
7 O -1.39 2.76 2.53
8 O -1.98 -2.59 6.37
9 O 0.52 -3.20 -0.53
10 H -2.43 4.39 1.89
11 H -1.13 -1.14 0.74
12 O -2.47 1.12 -3.86
13 B -1.32 -3.02 -2.95
14 H -6.90 -0.20 -0.38
15 O -4.38 -0.18 -2.38
16 H -2.01 -2.20 -2.94
17 H -1.43 -3.74 -3.75
18 F -4.83 -6.43 0.42
19 O -4.16 -2.05 6.66
20 C -1.62 -1.10 4.71
21 O -4.99 -0.93 -0.44
22 O 3.40 1.45 4.62
23 H -6.69 -1.75 -1.15
24 H 3.13 -0.91 6.31
25 O 2.58 -1.95 0.65
26 O 3.44 -0.41 -4.90
27 H -0.58 1.04 -6.47
28 O -2.67 -6.48 0.86
29 C -2.46 1.31 -5.24
30 C 4.35 0.38 -4.29
31 H -1.72 -1.61 3.75
32 C -2.41 3.76 2.78
33 H -1.36 -3.55 -2.01
34 C -3.68 -4.44 1.08
35 H 6.21 3.77 -1.40
36 O -0.36 0.94 -4.44
37 O -0.40 4.39 3.63
38 C 3.20 1.19 5.95
39 C 6.92 1.68 -1.33
40 H 1.86 5.10 -3.39
41 H 1.66 -0.05 6.79
42 O 0.93 2.79 2.64
43 O 4.61 1.47 -4.76
44 C -0.17 3.26 2.91
45 H -3.20 2.02 -5.62
46 F -0.80 4.55 -3.19
47 H 7.48 1.29 -2.18
48 F 7.85 1.96 -0.37
49 F -6.16 1.15 -2.17
50 F -0.35 -1.19 6.65
51 O -1.55 -5.90 -1.10
52 H -0.93 0.33 1.84
53 F -0.66 2.97 -5.67
54 H -0.20 -2.66 5.39
55 C -5.80 -0.12 -2.37
56 H -3.42 3.38 2.94
57 C 4.87 1.25 -0.59
58 H -4.70 -4.21 0.77
59 C 3.10 -1.54 -4.14
60 C 1.29 2.91 -1.10
61 H -0.17 0.16 0.26
62 H -2.81 0.34 -5.60
63 O -2.90 -0.90 5.24
64 C -2.25 -5.61 -0.13
65 H 2.97 -2.39 -4.80
66 H 0.22 5.40 -1.62
67 H 0.32 -0.78 1.71
68 C 5.87 2.77 -1.63
69 H 2.64 2.03 6.37
70 C 1.37 4.24 -2.94
71 C -0.91 -1.93 5.81
72 O 0.01 3.31 -1.39
73 H 4.21 -1.84 -2.15
74 C -3.89 -5.93 1.27
75 H 5.41 2.67 -2.62
76 C -1.23 0.85 -3.42
77 H -4.19 -6.23 2.27
78 C 2.45 -0.10 6.04
79 P 1.98 -2.56 -0.64
80 C -1.82 4.63 3.89
81 O -2.81 -0.92 -0.93
82 F 4.38 1.05 6.60
83 F 5.30 -2.49 -3.74
84 C -1.00 1.57 -5.61
85 H -6.36 -0.53 -3.22
86 O 2.75 -3.48 -1.65
87 O 1.32 -1.28 -1.13
88 C 0.08 4.50 -2.22
89 Pd 1.76 -0.17 0.69
90 O 2.77 0.40 2.67
91 O 4.85 2.54 -0.70
92 H -1.27 -0.11 4.41
93 C -3.15 -1.87 6.09
94 H -0.33 -2.63 -3.08
95 H -2.09 5.68 3.80
96 H 2.19 -1.41 -3.56
97 O 4.93 -0.33 -3.33
98 B -0.50 -0.36 1.14
99 O 3.88 0.67 -0.16
100 H -3.34 -3.88 1.96
101 H 1.25 3.54 -3.77
102 O 6.09 0.73 -0.74
103 O 2.14 3.63 -1.88
104 Pd -0.63 -1.51 -1.02
105 C 4.36 -1.62 -3.20
106 C -3.97 -0.69 -1.21
107 O -2.82 -4.39 0.03

Atomic partial charges in e from the Löwdin method, atoms 1 to 8:
1 F 0.066
2 O 0.101
3 O 0.082
4 O 0.121
5 C -0.414
6 C -0.048
7 O 0.052
8 O 0.128